# 1
{"formula": "C23H26N4O8OsSSb2", "method": "ωB97M-V/def2-TZVPD", "multiplicity": 2, "homo_ev": [-10.5, -11.2], "total_energy_ha": -2681.81442, "max_force_ev_per_a": 1.85, "gap_ev": [6.47, 7.03], "charge": 1, "species": ["Os", "C", "Sb", "C", "C", "C", "C", "C", "C", "C", "C", "C", "Sb", "C", "C", "H", "H", "H", "H", "H", "H", "H", "H", "H", "H", "H", "H", "H", "H", "H", "H", "H", "H", "H", "H", "O", "N", "C", "C", "C", "C", "C", "S", "H", "H", "H", "H", "O", "N", "O", "C", "C", "C", "C", "O", "C", "C", "N", "O", "O", "N", "O", "O", "H", "H"], "coordinates": [[0.119, -0.644, 0.242], [-2.153, 0.381, 3.268], [-0.314, -0.563, 2.805], [1.016, 0.452, 4.102], [-0.577, -2.509, 3.688], [-2.039, -2.763, 3.889], [-2.617, -2.438, 5.115], [-3.978, -2.569, 5.334], [-4.792, -3.039, 4.315], [-4.229, -3.386, 3.099], [-2.860, -3.257, 2.862], [-2.328, -3.690, 1.527], [-2.102, -2.160, 0.039], [-1.857, -3.369, -1.682], [-4.101, -1.487, -0.159], [-2.336, 0.347, 4.340], [-2.975, -0.118, 2.756], [-2.099, 1.418, 2.936], [0.623, 0.435, 5.117], [1.114, 1.482, 3.762], [1.993, -0.024, 4.074], [-0.027, -2.519, 4.628], [-0.114, -3.229, 3.013], [-1.980, -2.076, 5.914], [-4.398, -2.313, 6.297], [-5.856, -3.155, 4.472], [-4.862, -3.786, 2.315], [-3.028, -4.383, 1.058], [-1.364, -4.194, 1.595], [-2.730, -4.009, -1.804], [-0.968, -3.984, -1.554], [-1.733, -2.736, -2.558], [-4.703, -2.332, -0.489], [-4.161, -0.682, -0.887], [-4.468, -1.133, 0.803], [0.362, -0.648, -1.852], [0.236, 0.549, -2.441], [0.645, 0.637, -3.726], [0.510, 1.809, -4.414], [-0.058, 2.913, -3.771], [-0.465, 2.798, -2.466], [-0.313, 1.588, -1.783], [-0.794, 1.370, -0.125], [1.071, -0.272, -4.121], [0.851, 1.862, -5.436], [-0.165, 3.853, -4.293], [-0.894, 3.633, -1.930], [6.692, -2.029, -3.179], [5.938, -2.794, -2.619], [5.962, -4.003, -2.701], [4.876, -2.202, -1.791], [3.981, -3.037, -1.159], [2.995, -2.450, -0.390], [2.897, -1.052, -0.166], [2.110, -0.595, 0.756], [3.777, -0.268, -0.942], [4.773, -0.823, -1.714], [3.615, 1.186, -0.986], [4.576, 1.848, -1.303], [2.487, 1.615, -0.819], [1.968, -3.322, 0.155], [2.216, -4.480, 0.344], [0.819, -2.865, 0.355], [4.043, -4.109, -1.277], [5.459, -0.191, -2.260]], "lowdin_spin": [0.68, 0.00, -0.01, 0.00, 0.00, 0.00, 0.00, 0.00, 0.00, 0.00, 0.00, 0.00, 0.03, 0.00, 0.02, 0.00, 0.00, 0.00, 0.00, 0.00, 0.00, 0.00, 0.00, 0.00, 0.00, 0.00, 0.00, 0.00, 0.00, 0.00, 0.00, 0.00, 0.00, 0.00, 0.00, 0.05, 0.02, -0.01, 0.01, -0.01, 0.01, 0.00, 0.15, 0.00, 0.00, 0.00, 0.00, 0.00, 0.00, 0.00, 0.00, 0.00, 0.00, 0.01, 0.05, 0.00, 0.00, 0.00, 0.00, 0.00, 0.00, 0.00, 0.00, 0.00, 0.00]}

---

# 2
{"formula": "C23H26N4PSTc", "method": "ωB97M-V/def2-TZVPD", "multiplicity": 4, "homo_ev": [-17.6, -17.6], "total_energy_ha": -1930.40442, "max_force_ev_per_a": 0.74, "gap_ev": [6.87, 5.29], "charge": 3, "species": ["Tc", "C", "C", "N", "C", "S", "N", "N", "C", "C", "C", "C", "C", "C", "C", "N", "H", "H", "H", "H", "H", "H", "H", "H", "H", "H", "H", "H", "H", "C", "P", "C", "C", "C", "C", "C", "C", "C", "C", "C", "C", "C", "C", "H", "H", "H", "H", "H", "H", "H", "H", "H", "H", "H", "H", "H"], "coordinates": [[-0.105, -1.113, -0.689], [-3.214, -0.908, 4.236], [-3.420, -2.246, 3.540], [-3.299, -2.152, 2.059], [-2.233, -1.871, 1.368], [-2.335, -1.717, -0.373], [-1.063, -1.744, 2.088], [-0.036, -1.489, 1.312], [1.166, -1.531, 1.932], [1.288, -1.730, 3.388], [2.293, -1.426, 1.021], [3.600, -1.633, 1.413], [4.613, -1.633, 0.448], [4.282, -1.417, -0.869], [2.943, -1.195, -1.204], [1.974, -1.202, -0.294], [-3.527, -1.009, 5.275], [-3.826, -0.129, 3.781], [-2.167, -0.603, 4.223], [-4.425, -2.619, 3.721], [-2.714, -3.001, 3.881], [-4.140, -2.334, 1.518], [0.572, -1.098, 3.915], [2.291, -1.525, 3.746], [1.024, -2.763, 3.641], [3.841, -1.810, 2.452], [5.642, -1.807, 0.739], [5.033, -1.413, -1.648], [2.661, -0.994, -2.230], [-1.758, 1.938, 0.283], [-0.560, 1.195, -0.828], [-1.279, 0.713, -2.384], [-0.527, -0.292, -3.034], [-1.030, -0.951, -4.154], [-2.284, -0.593, -4.624], [-3.025, 0.404, -3.991], [-2.539, 1.051, -2.859], [0.824, 2.278, -1.032], [0.920, 3.065, -2.182], [1.934, 4.006, -2.270], [2.839, 4.152, -1.227], [2.746, 3.360, -0.085], [1.738, 2.419, 0.017], [-1.955, 2.954, -0.068], [-1.335, 2.006, 1.286], [-2.681, 1.360, 0.301], [0.553, -0.423, -2.798], [-0.442, -1.697, -4.674], [-2.682, -1.081, -5.503], [-3.996, 0.677, -4.384], [-3.141, 1.802, -2.363], [0.216, 2.949, -2.999], [2.013, 4.629, -3.151], [3.625, 4.892, -1.302], [3.454, 3.489, 0.723], [1.655, 1.809, 0.913]], "lowdin_spin": [1.76, 0.01, 0.01, 0.16, 0.04, 0.11, 0.34, 0.05, 0.19, 0.02, 0.01, 0.06, 0.01, 0.05, 0.05, 0.06, 0.00, 0.00, 0.00, 0.00, 0.00, 0.00, 0.01, 0.00, 0.01, 0.00, 0.00, 0.00, 0.00, -0.01, -0.02, 0.01, 0.03, 0.00, 0.01, 0.00, 0.00, 0.00, 0.00, 0.00, 0.00, 0.00, 0.00, 0.00, 0.00, 0.00, 0.01, 0.00, 0.00, 0.00, 0.00, 0.00, 0.00, 0.00, 0.00, 0.00]}

---

# 3
{"formula": "C23H26N6O3S2", "method": "ωB97M-V/def2-TZVPD", "smiles": "CCOc1ccccc1N1CCN(C(=S)Nc2ccc(S(=O)(=O)Nc3ncccn3)cc2)CC1", "homo_ev": -7.7, "total_energy_ha": -2242.67908, "max_force_ev_per_a": 1.32, "gap_ev": 7.96, "charge": 0, "species": ["C", "C", "O", "C", "C", "C", "C", "C", "C", "N", "C", "C", "N", "C", "S", "N", "C", "C", "C", "C", "S", "O", "O", "N", "C", "N", "C", "C", "C", "N", "C", "C", "C", "C", "H", "H", "H", "H", "H", "H", "H", "H", "H", "H", "H", "H", "H", "H", "H", "H", "H", "H", "H", "H", "H", "H", "H", "H", "H", "H"], "coordinates": [[4.049, 4.514, -2.307], [4.388, 3.150, -2.889], [4.038, 2.179, -1.924], [4.321, 0.861, -2.163], [4.842, 0.401, -3.361], [5.153, -0.939, -3.539], [4.943, -1.828, -2.507], [4.402, -1.384, -1.312], [4.070, -0.048, -1.106], [3.592, 0.427, 0.117], [3.669, -0.400, 1.298], [2.414, -1.271, 1.470], [1.231, -0.435, 1.485], [0.659, -0.096, 2.657], [1.292, -0.486, 4.136], [-0.510, 0.639, 2.645], [-1.622, 0.503, 1.829], [-2.657, 1.434, 1.971], [-3.784, 1.349, 1.180], [-3.884, 0.330, 0.251], [-5.343, 0.232, -0.755], [-5.199, -0.769, -1.765], [-5.762, 1.544, -1.147], [-6.529, -0.253, 0.368], [-6.496, -1.503, 0.900], [-5.311, -2.108, 0.908], [-5.269, -3.321, 1.427], [-6.390, -3.946, 1.955], [-7.566, -3.211, 1.916], [-7.629, -1.999, 1.395], [-2.885, -0.612, 0.110], [-1.755, -0.532, 0.897], [1.133, 0.380, 0.289], [2.404, 1.244, 0.158], [4.590, 4.663, -1.377], [4.323, 5.294, -3.011], [2.983, 4.579, -2.102], [3.824, 2.985, -3.818], [5.462, 3.090, -3.112], [5.029, 1.089, -4.170], [5.565, -1.271, -4.479], [5.188, -2.873, -2.625], [4.243, -2.107, -0.528], [4.568, -1.015, 1.272], [3.739, 0.267, 2.165], [2.465, -1.829, 2.406], [2.315, -1.966, 0.632], [-0.688, 1.086, 3.536], [-2.564, 2.220, 2.705], [-4.585, 2.066, 1.261], [-7.436, 0.184, 0.305], [-4.297, -3.796, 1.419], [-6.349, -4.937, 2.373], [-8.497, -3.596, 2.311], [-3.021, -1.402, -0.610], [-0.984, -1.281, 0.814], [0.257, 1.024, 0.327], [1.051, -0.282, -0.580], [2.338, 1.855, -0.738], [2.472, 1.904, 1.031]], "mulliken_charge": [-1.44, -0.42, -0.34, 0.35, -0.44, -0.76, -1.05, -0.49, 1.20, 0.16, -1.04, -1.00, 0.04, 0.19, -0.35, -0.08, 0.12, -0.85, -0.57, 0.09, 1.41, -0.68, -0.73, -0.24, 0.37, -0.19, 0.04, -0.77, -0.03, -0.69, -0.64, 0.05, -0.43, -1.12, 0.32, 0.43, 0.32, 0.41, 0.41, 0.37, 0.39, 0.38, 0.31, 0.59, 0.34, 0.61, 0.35, 0.30, 0.42, 0.43, 0.27, 0.43, 0.37, 0.40, 0.54, 0.48, 0.56, 0.21, 0.43, 0.29]}

---

Which value of charge does entry 1 give?
+1

---

Which value of charge does entry 2 give?
+3

---

Which of these has the lowest charge?
C23H26N6O3S2